{"formula": "C39H99N3O24", "method": "wB97M-V/def2-TZVPD", "homo_energy_ev": -9.32, "smiles": "C[N+](=O)[O-].C[N+](=O)[O-].C[N+](=O)[O-].COCCOC.COCCOC.COCCOC.COCCOC.COCCOC.COCCOC.COCCOC.COCCOC.COCCOC", "homo_lumo_gap_ev": 9.3, "total_charge": 0, "e_above_lowest_kj_mol": 299.6, "elements": ["C", "C", "H", "H", "H", "H", "C", "C", "H", "O", "H", "H", "O", "H", "O", "H", "H", "O", "O", "H", "H", "H", "H", "O", "C", "H", "H", "H", "H", "H", "N", "H", "H", "H", "C", "O", "H", "C", "O", "H", "H", "H", "C", "C", "H", "H", "H", "H", "C", "O", "H", "H", "C", "C", "H", "C", "C", "H", "O", "C", "H", "C", "H", "C", "C", "H", "H", "H", "H", "O", "H", "H", "H", "H", "H", "H", "C", "H", "C", "H", "H", "H", "H", "H", "H", "N", "H", "H", "H", "H", "C", "C", "H", "C", "H", "C", "H", "H", "H", "H", "O", "H", "C", "H", "H", "C", "H", "H", "O", "H", "H", "H", "H", "H", "H", "H", "H", "O", "C", "C", "H", "C", "O", "H", "H", "C", "H", "H", "O", "O", "H", "N", "C", "H", "H", "C", "H", "H", "H", "O", "H", "H", "H", "H", "C", "C", "H", "O", "H", "O", "H", "H", "H", "C", "C", "O", "O", "O", "C", "C", "H", "H", "O", "C", "H"], "positions_angstrom": [[1.65416, 0.03265, -1.75247], [2.41919, 0.22051, 1.32729], [-8.49655, -5.80952, -2.16404], [6.56712, 8.88007, -5.26734], [-4.43908, -2.01295, 12.16487], [-8.09214, -4.40738, -2.98839], [10.20773, 5.44124, -2.32480], [-4.76049, -7.95913, -6.06926], [2.90290, 7.86976, -5.46830], [-8.55763, -8.88739, -7.93054], [4.43059, 1.64570, 9.64647], [-8.65582, -6.99309, -7.22307], [3.05534, 7.20108, -2.04263], [-1.13005, 6.70343, 1.51455], [-4.25109, 1.86413, -11.54049], [6.02583, -0.19734, 15.00659], [-1.16913, -9.94908, 0.88059], [-6.26027, -5.31028, -0.82261], [1.75295, -4.69979, 4.80509], [4.34621, 7.75819, -0.49717], [-3.95247, 3.85954, -10.90283], [2.08470, -6.06314, 6.58867], [-4.91546, 0.58745, 13.08242], [4.66300, -0.33530, 13.34205], [-7.90989, -9.64548, -8.93896], [5.64238, 7.44196, -5.57574], [3.97348, -0.95302, -8.00045], [-4.40646, 1.74736, 11.95517], [-4.63066, 3.05968, -13.21642], [-2.15305, 5.20995, 1.57011], [0.82931, -5.36159, 5.21055], [-5.09681, -1.44418, 10.57489], [4.54827, 0.26370, 8.50486], [-1.99019, -0.87043, 7.96117], [-10.69927, -4.62842, -2.62046], [3.30015, 1.31978, -7.89576], [-4.38876, -5.57044, -0.03637], [4.29573, -0.49856, -8.93732], [4.46880, 8.78422, -4.36481], [10.11991, 6.05256, -3.22295], [4.87627, -2.05043, 12.23188], [-0.36155, -2.20452, -2.80965], [-3.44368, 2.89924, -10.98689], [-8.40495, -4.73623, -1.99738], [7.95354, 2.74889, 0.32606], [13.46538, 5.22470, -2.16534], [-2.22046, -2.18517, 11.31516], [7.19108, 3.06128, -1.18636], [4.27238, 7.92317, -1.57208], [-0.19668, -5.56429, 4.57414], [0.38274, -9.45228, 1.71497], [4.43562, -1.06705, 15.22219], [0.57948, -2.01268, -2.29412], [-0.40496, 5.58278, 3.63737], [7.16582, 4.39596, -0.08510], [0.47023, 6.82053, 4.04089], [5.25801, -0.82196, 14.55009], [-1.57559, -0.45322, 9.60774], [2.30879, 1.30401, 0.37232], [3.27695, 8.03639, -4.45813], [5.26361, 9.01843, -6.33747], [-3.06708, -2.33620, 10.64545], [3.33376, -1.71233, 12.93098], [7.76845, 3.54302, -0.39727], [4.98512, 0.74617, 9.37920], [0.55601, -2.64433, -1.40610], [1.38583, 7.30160, 6.65088], [-2.61013, 3.00419, -11.68135], [-3.89595, 1.17232, -6.66886], [0.46676, -0.64237, -2.07016], [-3.15241, 0.22335, -7.74822], [-5.49136, 1.58131, -13.19910], [-2.21305, 3.02843, -9.25923], [0.10762, -11.06176, 1.08118], [-11.68107, -4.25260, -2.33247], [-6.49891, -6.36445, -7.61919], [-2.88375, 2.28081, -9.68267], [3.86003, 6.13325, -3.58929], [-8.04165, -7.60552, -7.88326], [-4.69168, -8.43842, -5.09272], [-2.80524, 6.84078, 1.99293], [0.36593, -5.71374, 7.23074], [12.55688, 6.56944, -2.79976], [2.24595, 6.25170, -3.72002], [-5.70122, 0.87283, 11.55339], [3.46687, 0.75845, -8.96374], [10.03368, 6.25156, -1.61686], [5.74982, -1.76207, 14.30025], [4.00701, -1.12275, -9.78297], [-5.49479, -5.48554, 1.19237], [5.55022, 8.51591, -5.41366], [9.04647, 4.40604, -2.24104], [0.84893, 1.98466, -1.19470], [4.17050, -1.24043, 12.41594], [2.03188, 0.53810, -2.64126], [1.25595, 1.12636, -0.66014], [9.37449, 3.59876, -2.89585], [0.47672, 7.48741, 3.17873], [0.75723, -7.14846, 6.21830], [2.49738, -0.50090, -1.31385], [-2.81551, -2.09297, 9.25477], [2.95810, -0.63233, 0.91455], [-5.14675, 2.37823, -12.54011], [6.02899, 1.03548, 9.25776], [-6.00718, 2.85449, -12.07011], [-5.29611, -5.02562, 0.22433], [-8.22037, -10.67106, -9.13866], [-10.61417, -5.70547, -2.76474], [-6.10187, -8.09030, -6.59183], [1.46432, -2.19917, -2.90270], [3.09337, 0.70124, 2.03615], [-3.36832, -3.38371, 10.63628], [-2.18921, 1.48244, -9.94410], [0.19891, 5.03091, 2.91703], [-0.27009, 7.62253, 7.26600], [-10.34933, -4.10298, -3.50902], [2.57217, 8.79039, -4.10760], [-9.69064, -4.29595, -1.58547], [12.51770, 5.75570, -2.07561], [-4.72791, 0.70758, 12.01542], [0.17849, 6.13408, 6.54969], [3.88861, -0.53728, 11.10743], [-3.84499, 2.01817, -8.63140], [5.25193, 7.47245, -1.73158], [-4.39008, -6.93428, -6.09336], [1.00558, -6.11112, 6.44268], [-2.24669, 1.58935, -7.24064], [4.21433, 8.99313, -1.77182], [5.06779, -0.14089, 10.41536], [8.99646, 3.99921, -0.86910], [-5.05001, -4.00202, 0.50679], [0.44667, -9.58956, -0.49248], [3.08869, 6.89266, -3.46103], [0.33856, 0.80178, -0.16908], [-5.96146, -7.65900, -8.60551], [-2.39845, -0.76980, 8.96681], [1.55116, 0.00249, 1.94946], [-8.12522, -9.24997, -9.93158], [1.54855, 6.67637, 4.10848], [1.32095, -10.30361, -0.99146], [-0.53078, 4.75433, 4.33447], [3.27059, -1.28230, 10.60636], [-6.85675, -3.44496, -1.21885], [-3.21132, -0.04485, 9.00904], [-0.08065, -10.00405, 0.89708], [-1.93976, 6.17879, 2.02172], [-6.82426, -9.72976, -8.98801], [-1.74227, 6.07741, 3.38560], [12.53594, 6.13026, -1.05215], [-3.73684, -0.18031, 11.39408], [5.35900, -0.28180, -8.83440], [-8.19798, -7.10863, -8.84074], [-4.09981, -8.44445, -6.78766], [-7.33300, -4.40081, -1.00061], [-6.54686, -7.44959, -7.71023], [11.48064, 4.77707, -2.30187], [-0.17762, -8.68340, -0.99280], [-0.07700, 7.57976, 5.17425], [-3.25082, 1.28868, -7.53970], [0.31901, 7.21008, 6.44687], [-7.78925, -4.25436, -0.02158], [8.14053, 4.88501, -2.61249], [3.03188, 1.14831, -10.05133], [-4.22120, -1.51465, 11.22023], [3.26587, 0.35406, 11.18366]]}

{"formula": "C3Br2CrF9O9S3", "method": "wB97M-V/def2-TZVPD", "homo_energy_ev": [-3.04, -3.56], "homo_lumo_gap_ev": [7.5, 3.9], "s_squared": 8.762, "total_charge": -2, "spin_multiplicity": 6, "e_above_lowest_kj_mol": 10.4, "elements": ["F", "O", "S", "C", "O", "F", "O", "Br", "Cr", "Br", "F", "O", "F", "F", "O", "S", "O", "C", "F", "F", "O", "O", "S", "O", "F", "F", "C"], "positions_angstrom": [[-2.50557, -3.49387, 1.97111], [3.57162, -0.50744, 2.40550], [-1.76369, 0.10786, -3.05240], [-2.03242, -2.87387, 0.88470], [0.58647, -3.27715, 1.48291], [1.04796, 1.81036, 3.23144], [-1.71917, -0.89835, -4.11727], [-0.14744, 2.92283, -0.40928], [0.78660, 0.58031, -0.72949], [2.72198, -0.24842, -2.24770], [-1.87620, -3.74624, -0.09669], [-0.53821, 0.10787, -2.26343], [-2.88606, 1.61430, -4.76997], [-2.90306, -1.91556, 0.43695], [0.01814, -1.18020, 0.26633], [3.05672, 0.75683, 1.99372], [-0.45312, -1.47415, 2.70946], [-1.98765, 1.79437, -3.82574], [-2.52679, 2.69641, -2.93456], [2.91435, 2.79117, 3.88630], [-2.88294, -0.07862, -2.19992], [4.06819, 1.66562, 1.40487], [-0.32378, -2.12107, 1.40536], [1.98053, 0.51936, 0.99497], [-0.77793, 2.27127, -4.26491], [2.29053, 0.59072, 4.35570], [2.28095, 1.58566, 3.48206]]}